Entry 1:
The following is a DFT calculation (wB97M-V/def2-TZVPD) of a structure of composition C35H30N11O6SbSe4Ti.

```
! wB97M-V def2-TZVPD RIJCOSX def2/J DEFGRID3
* xyz -1 2
Ti -0.057 2.458 -0.026
O -1.327 3.028 1.169
C -2.312 2.464 1.842
C -2.793 1.178 1.545
C -3.905 0.642 2.221
C -4.385 -0.603 1.878
C -3.807 -1.369 0.870
C -2.696 -0.869 0.215
C -2.163 0.382 0.535
O -1.068 0.800 -0.067
N -5.553 -1.131 2.584
O -6.000 -0.489 3.520
O -6.007 -2.202 2.223
H -2.767 3.072 2.617
H -4.394 1.208 3.001
H -4.234 -2.326 0.612
H -2.228 -1.432 -0.582
Se 2.757 8.756 -2.751
Sb 1.968 7.828 -0.711
Se -0.745 2.938 -2.305
Se 0.230 4.778 -1.242
Se 3.777 7.895 0.938
C 1.096 5.277 2.203
C 1.893 4.257 1.458
O 1.429 3.094 1.265
N 3.092 4.582 1.035
C 3.946 3.698 0.241
C 3.721 3.816 -1.255
C 4.090 4.967 -1.939
C 3.801 5.056 -3.291
C 3.175 3.987 -3.910
C 2.879 2.870 -3.150
N 3.145 2.773 -1.850
H 0.114 5.347 1.736
H 1.590 6.248 2.207
H 0.956 4.918 3.224
H 3.370 5.574 1.115
H 3.758 2.670 0.539
H 4.974 3.963 0.488
H 4.557 5.794 -1.417
H 4.035 5.961 -3.834
H 2.907 4.019 -4.957
H 2.393 2.012 -3.605
C 3.506 -1.612 1.552
N 2.813 -0.704 0.653
C 1.992 0.296 0.971
N 1.539 0.851 -0.135
C 2.110 0.128 -1.131
N 2.886 -0.834 -0.696
C 2.539 -2.268 2.509
C 2.781 -2.309 3.871
C 1.866 -2.912 4.730
C 0.706 -3.470 4.233
C 0.456 -3.429 2.860
C 1.369 -2.832 2.004
C -0.778 -4.015 2.345
N -1.699 -4.633 2.997
N -2.662 -4.994 2.067
C -2.243 -4.568 0.927
O -1.041 -3.948 1.018
C -2.903 -4.669 -0.372
C -4.172 -5.236 -0.442
C -4.815 -5.311 -1.664
C -4.199 -4.824 -2.809
C -2.928 -4.268 -2.745
C -2.266 -3.772 -4.010
N -1.344 -2.685 -3.764
C -0.009 -2.648 -3.901
N 0.457 -1.476 -3.524
C -0.671 -0.814 -3.147
N -1.783 -1.507 -3.277
C -2.283 -4.188 -1.520
H 4.278 -1.069 2.099
H 4.000 -2.337 0.909
H 1.765 0.600 1.980
H 1.915 0.289 -2.176
H 3.684 -1.861 4.270
H 2.060 -2.933 5.795
H -0.021 -3.931 4.887
H 1.167 -2.785 0.940
H -4.644 -5.589 0.466
H -5.809 -5.734 -1.724
H -4.718 -4.865 -3.759
H -3.024 -3.435 -4.716
H -1.692 -4.571 -4.484
H 0.567 -3.482 -4.267
H -0.663 0.190 -2.755
H -1.302 -3.731 -1.449
*
```

As for the energy: -13101.172574 a.u. Its lowest unoccupied orbital energy (alpha / beta) is 0.046 / 0.046 Ha. The HOMO energy (alpha / beta) is -0.1493 / -0.1694 Ha. The HOMO-LUMO gap (alpha / beta) comes out at 5.31 / 5.86 eV. Its relative energy (zero: lowest compared OMol25 entry of this formula, charge and spin) is 13.4 kcal/mol.

Entry 2:
The following is a DFT calculation (wB97M-V/def2-TZVPD) of a structure of composition C35H30N2OPSZn.

```
! wB97M-V def2-TZVPD RIJCOSX def2/J DEFGRID3
* xyz -1 1
Zn -0.263 0.985 -0.265
C 1.791 3.338 -1.471
C 0.617 3.913 -0.808
C 0.483 5.350 -0.910
C -0.631 5.949 -0.461
C -1.567 5.206 0.252
C -2.654 5.838 0.796
C -3.549 5.100 1.553
C -3.311 3.734 1.755
C -2.204 3.027 1.261
S -2.076 1.306 1.549
C -1.340 3.794 0.406
N -0.268 3.189 -0.182
H 2.685 3.866 -1.171
H 1.675 3.376 -2.577
H 1.918 2.305 -1.219
H 1.251 5.935 -1.416
H -0.798 7.044 -0.553
H -2.740 6.909 0.761
H -4.402 5.558 2.025
H -3.999 3.201 2.455
N -0.200 -0.018 -4.809
C 0.141 0.691 -3.677
O 1.251 0.621 -3.189
C -1.010 1.489 -3.143
C -1.589 0.974 -1.816
H 0.406 -0.850 -4.974
H -1.184 -0.157 -4.969
H -1.704 1.565 -3.946
H -0.657 2.505 -2.953
H -2.012 -0.011 -1.955
H -2.396 1.633 -1.592
C 0.207 -6.408 -1.861
C -0.534 -6.190 -0.713
C -0.650 -4.911 -0.166
C -0.019 -3.851 -0.787
C 0.607 -4.031 -1.999
C 0.780 -5.311 -2.507
P -0.064 -2.097 -0.229
C -1.050 -2.195 1.290
C -2.451 -2.094 1.158
C -3.245 -2.236 2.284
C -2.684 -2.527 3.525
C -1.301 -2.715 3.637
C -0.481 -2.462 2.523
C 1.682 -1.920 0.381
C 2.554 -3.005 0.370
C 3.893 -2.924 0.927
C 4.239 -1.787 1.582
C 3.404 -0.664 1.618
C 3.786 0.490 2.333
C 3.021 1.604 2.318
C 1.885 1.685 1.483
C 1.371 0.600 0.815
C 2.142 -0.631 0.883
H 0.349 -7.391 -2.287
H -0.992 -7.022 -0.181
H -1.188 -4.728 0.732
H 1.101 -3.219 -2.489
H 1.336 -5.468 -3.433
H -2.924 -1.838 0.191
H -4.302 -2.078 2.146
H -3.300 -2.613 4.398
H -0.838 -2.889 4.586
H 0.550 -2.589 2.579
H 2.269 -3.990 -0.021
H 4.609 -3.735 0.757
H 5.230 -1.762 2.089
H 4.697 0.436 2.916
H 3.299 2.448 2.937
H 1.350 2.655 1.461
*
```

As for the energy: -4055.446618 a.u. Its lowest unoccupied orbital energy is 0.098 Ha. The HOMO energy is -0.1364 Ha. The HOMO-LUMO gap comes out at 6.38 eV.

Which of these has the lowest energy?
C35H30N11O6SbSe4Ti